Density functional theory data (the ωB97M-V functional and the def2-TZVPD basis) for a structure of composition C44H82N8O3PTi in a non-equilibrium geometry.

Calculated values
**Multiplicity**: 2
**Net charge**: +2
**Molecular weight**: 850.03 g mol⁻¹
**LUMO (spin up / spin down)**: -0.212 / -0.269 hartree
**⟨S²⟩**: 0.779
**E_tot**: -3580.0998 Ha
**Kohn-Sham gap (spin up / spin down)**: 7.1 / 5.5 eV

```
139
C44H82N8O3PTi | OMol25 | the ωB97M-V functional and the def2-TZVPD basis
Ti 0.27220 -0.49110 -0.12430
C -3.59300 -1.18630 -2.11030
C -3.92920 -0.02630 -1.15280
N -2.77420 0.44350 -0.40150
C -3.15530 1.43990 0.59190
C -1.90280 2.12550 1.13180
N -0.80460 1.20020 1.45040
C -0.77030 0.82650 2.86740
C -1.75240 -0.28650 3.24250
C -2.00480 -1.29430 2.12830
N -0.78310 -1.81910 1.48600
C -1.09060 -3.12300 0.87940
C -1.92690 -2.89120 -0.37630
N -1.27700 -1.86420 -1.20470
C -2.11050 -1.47690 -2.37150
H -4.02070 -0.95220 -3.08510
H -4.08660 -2.10060 -1.77900
H -4.67730 -0.36050 -0.42720
H -4.39100 0.79800 -1.72040
H -2.11500 0.88850 -1.04030
H -3.72600 0.94800 1.38510
H -3.80770 2.22560 0.17450
H -2.17380 2.72140 2.01340
H -1.54640 2.79850 0.35410
H 0.05120 1.72870 1.27500
H -0.96700 1.70290 3.50310
H 0.24340 0.49480 3.08650
H -2.71490 0.14140 3.52520
H -1.36200 -0.79530 4.12650
H -2.59980 -0.83840 1.34090
H -2.57100 -2.12380 2.57270
H -0.09280 -1.97950 2.22480
H -1.65650 -3.76180 1.57250
H -0.16170 -3.64140 0.62340
H -2.91470 -2.53290 -0.08530
H -2.04240 -3.83710 -0.92570
H -0.47080 -2.33150 -1.63280
H -2.09720 -2.29560 -3.10820
H -1.63420 -0.61010 -2.83640
C 6.65110 -3.54010 2.66450
C 5.29990 -4.20820 2.37220
C 4.82910 -4.99660 3.60630
C 5.50180 -5.18210 1.20660
C 4.24370 -3.15730 2.08270
C 3.30950 -3.28990 1.08130
C 2.35070 -2.28480 0.89720
N 1.40760 -2.22490 -0.06280
C 1.57590 -2.78370 -1.31630
C 1.75110 -4.10750 -1.68700
C 1.98910 -4.40170 -3.02540
C 2.29160 -3.32820 -3.86140
C 2.21870 -1.98190 -3.49820
C 1.62650 -1.70040 -2.25620
O 1.13790 -0.56060 -1.78120
C 2.84160 -0.95070 -4.43160
C 3.02220 0.40570 -3.74160
C 4.25290 -1.44450 -4.79730
C 2.01370 -0.82920 -5.71650
C 1.93610 -5.84030 -3.50770
C 2.97620 -6.70140 -2.77760
C 0.53070 -6.40010 -3.23150
C 2.20860 -5.95650 -5.00810
C 2.34770 -1.07460 1.68540
O 1.49210 -0.17460 1.23320
C 3.25320 -0.98220 2.76840
C 4.14980 -2.02820 2.92130
C 3.20770 0.11040 3.83450
C 4.53640 0.28100 4.58530
C 2.16560 -0.34090 4.87600
C 2.88190 1.48480 3.23610
H 7.42090 -4.30120 2.75250
H 6.64650 -2.97890 3.59360
H 6.92850 -2.86920 1.85490
H 5.56490 -5.75180 3.86850
H 3.88390 -5.49340 3.39880
H 4.69190 -4.34210 4.46280
H 6.33290 -5.84430 1.43390
H 5.73990 -4.64650 0.29080
H 4.62720 -5.80470 1.03970
H 3.30210 -4.14490 0.42800
H 1.64680 -4.89890 -0.96030
H 2.61670 -3.54650 -4.86170
H 3.69980 0.29730 -2.89490
H 2.09140 0.81990 -3.37110
H 3.46500 1.11100 -4.44210
H 4.81650 -1.68340 -3.89850
H 4.78460 -0.66900 -5.34180
H 4.22560 -2.32780 -5.42630
H 0.96900 -0.62800 -5.50130
H 2.06360 -1.75220 -6.28630
H 2.40500 -0.03280 -6.34350
H 2.78720 -6.76480 -1.70980
H 3.97680 -6.30720 -2.93340
H 2.94280 -7.70930 -3.18240
H 0.28460 -6.37720 -2.17310
H 0.48340 -7.43390 -3.56250
H -0.22130 -5.83280 -3.77580
H 3.22380 -5.64930 -5.24370
H 1.50500 -5.36430 -5.58790
H 2.10230 -6.99350 -5.31400
H 4.84130 -1.97670 3.74180
H 4.74090 -0.54790 5.25690
H 4.47010 1.17790 5.19640
H 5.36730 0.39900 3.89540
H 2.53070 -1.22170 5.39920
H 1.20850 -0.60000 4.43040
H 2.00670 0.44200 5.61220
H 3.77510 1.87840 2.75480
H 2.59040 2.16660 4.03140
H 2.09340 1.44810 2.49120
C 0.45700 3.82070 -4.33870
N 0.25420 2.67330 -3.47550
C -0.23790 1.50840 -4.17910
P 0.06180 2.85140 -1.82810
O -0.18500 1.50350 -1.21150
N -1.20330 3.92620 -1.57430
C -2.31350 3.90700 -2.51110
C -1.21010 5.04680 -0.65280
N 1.36930 3.55810 -1.07660
C 1.86670 4.87390 -1.44380
C 2.44040 2.68090 -0.63060
H 1.38010 3.69930 -4.90830
H 0.52430 4.72800 -3.74940
H -0.37040 3.92270 -5.04250
H -0.15160 0.64260 -3.52320
H 0.38160 1.35680 -5.06270
H -1.27730 1.62850 -4.50980
H -2.36570 2.93100 -2.99420
H -2.21590 4.68100 -3.27940
H -3.25020 4.07750 -1.97350
H -0.35290 4.97680 0.01160
H -2.12640 5.02770 -0.05530
H -1.18310 6.00240 -1.18410
H 1.06230 5.50830 -1.80180
H 2.63420 4.80810 -2.21780
H 2.30650 5.34290 -0.56130
H 2.07710 1.64860 -0.55900
H 2.78700 3.01550 0.35060
H 3.28560 2.70930 -1.32390
```

=====

Density functional theory data (the ωB97M-V functional and the def2-TZVPD basis) for a cluster of 3 separate species, C44H86BrN5O5P in total.

Calculated values
**Multiplicity**: 3
**Net charge**: +1
**Molecular weight**: 876.08 g mol⁻¹
**LUMO (spin up / spin down)**: -0.130 / -0.130 hartree
**⟨S²⟩**: 2.008
**E_tot**: -5293.1751 Ha
**Kohn-Sham gap (spin up / spin down)**: 5.4 / 6.7 eV

```
142
C44H86BrN5O5P | OMol25 | the ωB97M-V functional and the def2-TZVPD basis
C 3.99413 -0.55141 3.54833
C 5.08985 0.42733 3.12523
C 4.66835 1.52141 2.11275
C 3.16439 1.74166 1.95270
C 2.52390 2.49403 3.13654
C 2.24638 3.97826 2.83397
C 0.77153 4.25254 2.53432
C 0.49503 5.59914 1.84065
C -0.40582 6.53321 2.65373
C -1.82617 5.99453 2.89780
C -2.47480 5.42098 1.64249
C -3.92522 4.96697 1.81032
C -4.19864 3.98233 2.96433
C -5.51159 4.27797 3.59509
N -6.13242 3.24813 4.02840
C -7.55182 3.28677 4.43770
C -8.43666 2.29178 3.70021
C -8.41231 2.49993 2.17802
C -7.59480 1.47783 1.39020
N -8.36525 0.31569 0.93242
C -9.21818 -0.29003 1.95483
C -7.57767 -0.55419 0.18324
C -8.17754 -1.85044 -0.29901
O -6.44724 -0.25468 -0.10954
C -5.16477 2.08676 3.95109
N -5.79498 0.79429 4.12491
C -6.30067 0.62321 5.50296
C -4.80964 -0.27986 3.92503
C -5.17232 -1.32423 2.91722
O -3.81268 -0.27587 4.57460
C -4.40484 2.47013 2.64525
P -2.85175 1.45256 2.27186
O -1.80932 2.36458 3.14006
Br -2.54872 2.13006 0.16272
H 3.13628 -0.04909 4.00006
H 3.64270 -1.14733 2.70183
H 4.38973 -1.25454 4.28483
H 5.53019 0.88518 4.01445
H 5.89079 -0.16597 2.67496
H 5.11842 1.31571 1.13797
H 5.09743 2.47683 2.43628
H 3.01353 2.33883 1.04587
H 2.64411 0.79886 1.76765
H 3.16183 2.41338 4.02019
H 1.57544 2.00259 3.38685
H 2.57245 4.59622 3.67545
H 2.82018 4.28615 1.95479
H 0.44360 3.43268 1.87084
H 0.18775 4.16685 3.45893
H 0.05382 5.41760 0.85880
H 1.44281 6.11017 1.65374
H -0.46276 7.50577 2.15617
H 0.05773 6.71311 3.62954
H -2.44284 6.81184 3.29137
H -1.78628 5.23509 3.68680
H -2.46548 6.18984 0.86205
H -1.87236 4.60219 1.24919
H -4.28708 4.53046 0.87628
H -4.52966 5.86677 1.98005
H -3.43841 4.08097 3.75339
H -5.97905 5.25721 3.63611
H -7.61887 3.20675 5.52240
H -7.88947 4.28768 4.15916
H -9.44217 2.46677 4.09285
H -8.17885 1.26473 3.95606
H -9.43034 2.51719 1.78167
H -8.01129 3.49513 1.95461
H -6.72567 1.13667 1.96847
H -7.20004 1.95600 0.49415
H -9.93971 0.44131 2.31705
H -8.63658 -0.65675 2.81175
H -9.78556 -1.11836 1.54231
H -7.69467 -2.67761 0.22530
H -7.91604 -1.94158 -1.35277
H -9.25574 -1.93178 -0.19604
H -4.44717 2.27029 4.77206
H -7.22444 1.17638 5.64832
H -5.55696 0.91822 6.25207
H -6.52952 -0.43183 5.65941
H -5.14043 -2.30470 3.39560
H -6.14683 -1.14599 2.46937
H -4.41396 -1.30412 2.12873
H -5.09612 2.45076 1.79580
H -0.98588 2.61212 2.68768
C 4.45953 -0.66203 -4.60772
C 4.45236 0.36722 -3.47486
C 5.49380 -0.00549 -2.41603
C 5.12219 -1.27094 -1.64406
C 3.73894 -1.14391 -1.00564
C 2.62858 -0.70412 -1.97343
N 3.11939 0.45891 -2.78722
O 2.91819 1.59218 -2.23073
C 2.16684 -1.86815 -2.85402
C 1.42401 -0.22114 -1.17741
C 4.75721 1.73130 -4.08116
H 5.34638 -0.49516 -5.22159
H 4.51203 -1.68948 -4.26481
H 3.58220 -0.55722 -5.24838
H 5.59513 0.83012 -1.71525
H 6.45974 -0.12559 -2.91349
H 5.16414 -2.15000 -2.29292
H 5.85921 -1.43871 -0.85540
H 3.43681 -2.09790 -0.56480
H 3.79364 -0.41644 -0.18744
H 1.47159 -1.51156 -3.61665
H 1.64149 -2.58907 -2.22528
H 2.97013 -2.40496 -3.34232
H 1.70401 0.54231 -0.45582
H 0.99171 -1.06397 -0.63272
H 0.65079 0.19813 -1.82234
H 3.98783 2.01411 -4.80066
H 5.71364 1.66960 -4.60287
H 4.82004 2.50771 -3.32419
C 6.46179 -7.05722 -3.86318
C 5.15664 -6.26148 -3.75668
C 3.96236 -7.09062 -4.23661
C 3.97867 -7.34014 -5.74273
C 4.06191 -6.02924 -6.52505
C 5.19221 -5.09273 -6.07471
N 5.18966 -5.00195 -4.57305
O 4.43035 -4.08707 -4.11303
C 6.54866 -5.56800 -6.60542
C 4.96086 -3.68707 -6.62266
C 4.98489 -5.86818 -2.29331
H 6.47404 -7.80210 -3.06702
H 6.57668 -7.59465 -4.79811
H 7.32534 -6.40467 -3.72995
H 3.04273 -6.55935 -3.97144
H 3.95703 -8.03495 -3.68634
H 4.80380 -8.00333 -6.01451
H 3.06513 -7.86374 -6.02955
H 4.20215 -6.23219 -7.58939
H 3.11094 -5.49703 -6.42569
H 7.35673 -4.97671 -6.17238
H 6.56597 -5.42667 -7.68617
H 6.75285 -6.61657 -6.41806
H 3.96980 -3.31295 -6.37950
H 5.06843 -3.70325 -7.70822
H 5.69525 -2.99431 -6.21083
H 5.80912 -5.23346 -1.96441
H 4.98504 -6.77670 -1.68930
H 4.05307 -5.33543 -2.12438
```

=====

Density functional theory data (the ωB97M-V functional and the def2-TZVPD basis) for a structure of composition C44H90GaO10.

Calculated values
**Net charge**: -1
**Molecular weight**: 848.92 g mol⁻¹
**LUMO**: 0.060 hartree
**E_tot**: -4407.6908 Ha
**Kohn-Sham gap**: 6.0 eV

```
145
C44H90GaO10 | OMol25 | the ωB97M-V functional and the def2-TZVPD basis
C 9.63343 -2.97314 1.21011
C 9.04120 -1.88309 0.31396
C 8.84336 -2.33523 -1.13961
C 8.99641 -1.23492 -2.19735
C 7.75275 -0.37236 -2.46407
C 6.88026 -0.05581 -1.25115
C 5.77482 0.95682 -1.58876
C 6.19231 2.39067 -1.24537
C 5.92059 2.76896 0.21332
C 4.42524 2.74957 0.57077
C 3.84341 4.13819 0.84232
C 2.31234 4.09610 0.92606
C 1.66511 4.37179 -0.43367
C 0.30052 3.72035 -0.62809
C -0.43860 4.26864 -1.84471
C -1.69774 3.47216 -2.21960
C -3.00271 4.15197 -1.80245
C -4.23578 3.23654 -1.91301
C -5.16213 3.23344 -0.67373
C -5.18171 1.92233 0.11603
Ga -6.34723 2.00585 1.79441
C -8.10511 1.01090 1.46195
C -7.95946 -0.34087 0.73765
C -9.05117 -0.66212 -0.31254
C -8.57782 -0.59955 -1.78245
C -8.58864 -1.95016 -2.52164
C -7.24002 -2.63237 -2.64579
O -6.34701 -1.92473 -3.52160
C -5.52839 -0.96163 -2.99967
C -4.78982 -1.32640 -1.73143
O -5.39456 0.07615 -3.57020
H 9.32596 -2.84311 2.25032
H 9.30394 -3.96643 0.89686
H 10.72306 -2.94122 1.19378
H 9.69713 -1.00904 0.32726
H 8.08329 -1.55787 0.72628
H 9.57307 -3.12202 -1.35519
H 7.85880 -2.80601 -1.23564
H 9.27982 -1.71840 -3.13581
H 9.82912 -0.58580 -1.90956
H 8.08281 0.59034 -2.87127
H 7.13508 -0.83405 -3.24129
H 7.52535 0.37587 -0.47629
H 6.45486 -0.97026 -0.83140
H 4.83978 0.70580 -1.08978
H 5.55990 0.89420 -2.65899
H 5.68762 3.11350 -1.89275
H 7.26675 2.48582 -1.44485
H 6.49245 2.10509 0.86982
H 6.30225 3.78028 0.38971
H 4.24194 2.12884 1.45224
H 3.85755 2.30796 -0.25371
H 4.12199 4.79945 0.01356
H 4.27609 4.54204 1.76206
H 1.94539 4.80857 1.66855
H 2.00704 3.10150 1.27071
H 2.33322 3.99620 -1.21611
H 1.57496 5.45441 -0.58019
H -0.31296 3.85933 0.26884
H 0.44827 2.64303 -0.76180
H 0.26145 4.28921 -2.68669
H -0.71599 5.31118 -1.65296
H -1.65820 2.48668 -1.74313
H -1.71823 3.28552 -3.29877
H -3.13658 5.04063 -2.42862
H -2.89729 4.50720 -0.77182
H -3.89497 2.21145 -2.09075
H -4.80980 3.51075 -2.80315
H -6.18396 3.46580 -0.98960
H -4.86067 4.03915 0.00396
H -5.55224 1.13200 -0.55076
H -4.15261 1.65566 0.39446
H -5.57939 1.36080 3.07922
H -6.67231 3.56866 2.13146
H -8.79922 1.67339 0.93074
H -8.54801 0.83206 2.44877
H -7.97296 -1.12476 1.49500
H -6.97674 -0.41296 0.25248
H -9.84576 0.07598 -0.18043
H -9.48464 -1.64810 -0.11409
H -7.57488 -0.16307 -1.79446
H -9.19579 0.10057 -2.34672
H -9.22541 -2.65238 -1.97278
H -9.02888 -1.85096 -3.51688
H -6.80155 -2.75216 -1.65298
H -7.35067 -3.62826 -3.07672
H -5.28068 -0.81066 -0.90206
H -4.82214 -2.39263 -1.52570
H -3.76953 -0.95497 -1.78181
O 2.95744 1.96271 -2.69632
C 2.40950 1.40213 -3.60681
O 2.53728 0.06029 -3.69293
C 1.80173 -0.72713 -4.63709
C 2.48024 -0.77896 -5.98946
C 1.64276 2.15398 -4.66750
H 0.77187 -0.37690 -4.70787
H 1.77167 -1.71898 -4.18906
H 2.53001 0.20682 -6.45208
H 1.93032 -1.44213 -6.65813
H 3.49751 -1.15615 -5.88382
H 2.35304 2.48701 -5.42543
H 1.20508 3.03022 -4.19890
H 0.85803 1.58166 -5.15280
O -7.67603 -3.36866 2.06811
C -8.28056 -3.67024 3.06067
O -8.38894 -2.74375 4.03652
C -9.19663 -2.92882 5.19880
C -8.46254 -3.68259 6.28849
C -8.84667 -5.05253 3.26677
H -10.14278 -3.40641 4.93927
H -9.42620 -1.91615 5.52668
H -8.21121 -4.69654 5.97589
H -9.08089 -3.74326 7.18535
H -7.53678 -3.16445 6.53801
H -8.03808 -5.67591 3.65110
H -9.12462 -5.44614 2.29325
H -9.69857 -5.11623 3.93806
O 12.01419 -0.51409 1.39343
C 11.72399 0.39820 2.11738
O 12.51032 1.49762 2.11026
C 12.16910 2.69606 2.81647
C 12.59444 2.64748 4.26860
C 10.54642 0.32179 3.06086
H 11.10636 2.91474 2.70918
H 12.71133 3.47871 2.28834
H 12.07013 1.86371 4.81530
H 12.38146 3.60127 4.75257
H 13.66444 2.45277 4.33902
H 10.87627 -0.17767 3.97255
H 9.78567 -0.29560 2.59030
H 10.11225 1.28063 3.32773
O -6.46854 -6.28967 1.52001
C -5.50127 -5.57753 1.56619
O -4.73014 -5.63560 2.67629
C -3.53266 -4.86061 2.82605
C -3.82407 -3.45574 3.31014
C -5.15490 -4.59524 0.47504
H -2.95775 -4.86198 1.90003
H -2.95080 -5.41018 3.56525
H -4.41954 -2.89205 2.59242
H -2.89163 -2.91538 3.47752
H -4.37920 -3.48875 4.24734
H -5.67109 -3.65450 0.67519
H -5.53027 -5.00932 -0.45804
H -4.09125 -4.40373 0.36565
```

=====

> molecular weight of number 2 (C44H86BrN5O5P)?

876.08 g mol⁻¹